[1]
Entry from the Open Molecules 2025 dataset: the molecule C5H9O3 at a distorted geometry (ωB97M-V with the def2-TZVPD basis set).

Summary:
Largest force on an atom (eV Å⁻¹): 3.42
Multiplicity: 2
Frontier orbital gap (alpha / beta) (eV): 9.193 / 7.026
Energy relative to the best compared isomer or geometry (same formula, charge and spin) (kJ/mol): 300.19
Energy (a.u.): -421.4696

Positions of all 17 atoms, in Å:
H  0.431  0.532  -1.999
H  -1.547  1.287  -0.325
H  -2.571  0.058  0.610
C  0.697  -0.006  0.058
C  -1.987  0.271  -0.321
C  0.966  0.898  -1.109
H  2.579  -0.081  0.318
C  -0.649  -1.419  1.580
H  0.609  1.910  -0.853
H  -0.320  -1.034  2.559
O  2.383  0.899  -1.317
H  -1.718  -1.649  1.661
O  -2.687  0.162  -1.404
H  2.586  1.417  -2.111
O  1.782  -0.464  0.746
C  -0.477  -0.444  0.517
H  -0.076  -2.339  1.389

---

[2]
Entry from the Open Molecules 2025 dataset: the molecule CH6OP2 at a distorted geometry (ωB97M-V with the def2-TZVPD basis set).

Summary:
Largest force on an atom (eV Å⁻¹): 4.74
Multiplicity: 3
Frontier orbital gap (alpha / beta) (eV): 5.312 / 7.587
Energy (a.u.): -799.4250

Positions of all 10 atoms, in Å:
C  1.374  -0.780  0.735
P  -0.020  0.539  0.056
O  -0.767  1.273  1.066
H  1.251  -0.719  1.769
H  2.375  -0.263  0.476
H  0.406  1.391  -0.942
H  -1.943  1.146  -1.262
H  1.207  -1.734  0.193
P  -1.433  -0.231  -1.493
H  -2.452  -0.622  -0.599

---

[3]
Entry from the Open Molecules 2025 dataset: a structure of composition C11H30O11S3Ti at a distorted geometry (ωB97M-V with the def2-TZVPD basis set).

Summary:
Largest force on an atom (eV Å⁻¹): 4.54
Total charge: -1
Multiplicity: 4
Frontier orbital gap (alpha / beta) (eV): 4.957 / 7.286
Energy (a.u.): -3308.7013

Positions of all 56 atoms, in Å:
H  13.179  7.420  6.480
H  4.770  8.811  9.705
H  13.504  5.012  10.719
C  13.868  7.939  10.733
H  7.601  7.371  7.861
S  8.626  9.070  11.739
O  8.647  5.596  9.575
C  7.506  8.011  6.965
H  6.968  9.873  7.796
H  7.639  10.026  6.095
C  5.802  9.012  11.685
S  9.480  6.657  5.963
H  5.140  9.464  12.403
Ti  9.816  6.961  10.096
H  8.695  9.821  7.626
H  9.694  4.334  6.316
H  14.694  5.506  8.465
O  11.764  6.009  10.188
C  7.975  4.653  10.266
S  13.291  8.918  9.428
C  14.476  5.968  7.444
H  7.857  3.688  9.739
H  11.268  10.684  15.227
H  8.202  5.088  7.097
H  12.734  9.474  15.485
C  5.600  9.281  10.166
H  14.119  5.159  6.858
C  12.322  10.464  15.521
C  8.906  5.075  6.298
H  13.992  6.856  10.448
O  11.877  8.766  9.238
H  12.923  11.304  15.461
H  12.386  3.984  9.788
H  14.766  8.421  11.092
H  8.487  4.441  11.236
C  7.761  9.508  7.109
H  12.465  6.780  8.055
C  13.392  7.068  7.496
O  10.336  7.022  7.055
H  13.046  7.881  11.427
H  6.433  7.799  6.766
H  6.989  5.040  10.564
O  8.204  7.475  5.802
O  13.752  10.234  9.729
O  10.082  6.775  4.631
H  11.942  4.488  11.448
H  6.495  8.842  9.726
O  7.053  9.692  12.007
H  15.465  6.233  7.026
O  8.603  8.920  10.166
O  13.960  8.331  8.147
O  8.811  7.666  12.252
H  5.725  7.961  11.938
C  12.438  4.848  10.470
H  5.599  10.402  9.958
H  8.321  5.019  5.410

---

[4]
Entry from the Open Molecules 2025 dataset: a cluster of 3 separate species, C30H47Cl2NO3 in total at a distorted geometry (ωB97M-V with the def2-TZVPD basis set).

Summary:
Largest force on an atom (eV Å⁻¹): 2.67
Frontier orbital gap (eV): 8.891
Structure (SMILES): C#CCN1C(=O)c2ccc([C@@H](Cl)[C@@H](C)Cl)c(OCCCC)c2C1=O.CCCCCC.CCCCCC
Energy (a.u.): -2372.0866

Positions of all 83 atoms, in Å:
C  2.390  -2.536  -1.747
C  4.192  6.658  -3.749
H  2.511  7.371  -2.632
H  4.596  0.062  -4.750
C  3.941  0.154  -3.882
H  3.792  1.218  -3.684
C  1.747  4.034  -4.897
H  -0.915  1.774  1.674
C  -7.475  -1.976  3.573
C  -1.687  1.062  2.023
Cl  -3.584  2.427  3.570
C  2.356  5.235  -2.693
H  2.938  -0.511  -1.295
H  0.907  0.556  1.745
H  -0.274  4.067  -5.663
H  0.595  -6.632  3.125
C  -0.863  2.422  4.044
H  2.232  3.119  -3.014
H  1.856  -4.242  6.191
H  4.450  5.911  -4.502
H  0.832  -3.155  -3.140
H  -0.072  4.994  -4.179
C  0.456  -5.031  4.593
H  -7.786  -1.040  4.075
C  1.616  -0.410  -2.996
H  4.408  7.641  -4.174
H  1.993  3.131  -5.465
H  -8.242  -2.207  2.813
C  2.062  -1.045  -1.678
C  0.698  -4.264  2.033
H  0.660  -0.843  -3.305
C  2.725  6.568  -3.344
H  -4.742  -3.335  2.451
C  -6.099  -1.713  2.850
H  3.216  -2.714  -2.441
H  2.967  5.100  -1.794
H  2.785  -1.593  -4.387
C  -2.034  1.516  3.524
C  -3.657  -1.965  3.665
Cl  -3.118  1.129  0.919
H  1.419  0.653  -2.818
H  2.160  -0.096  -5.043
H  0.072  2.191  3.501
C  1.197  -4.468  5.361
H  -0.668  2.189  5.111
H  -3.907  -1.113  4.342
H  2.066  4.879  -5.514
H  1.270  -0.892  -0.937
C  -0.129  -5.868  3.457
H  -2.057  0.607  4.146
O  -2.697  -4.641  2.697
H  4.461  -0.285  -3.029
C  1.027  -1.632  1.852
O  1.818  -4.633  1.832
C  -4.982  -2.722  3.341
H  1.474  -4.454  -2.138
H  0.372  -3.267  -1.433
C  2.609  -0.540  -4.150
C  0.236  4.084  -4.698
N  -0.481  -5.044  2.257
H  -1.133  3.492  4.007
C  2.531  4.005  -3.585
H  -2.929  -2.590  4.211
C  -1.049  -0.339  2.060
C  -1.821  -1.518  2.259
H  4.844  6.516  -2.884
H  3.592  3.868  -3.815
H  1.321  5.290  -2.344
H  -6.271  -1.895  1.769
C  -1.132  -2.753  2.249
H  -5.748  -0.667  2.930
H  2.742  -2.859  -0.762
C  0.281  -2.791  2.039
H  -0.109  3.225  -4.119
O  -3.171  -1.432  2.414
H  -5.306  -3.333  4.199
H  -1.041  -6.340  3.867
H  2.091  6.756  -4.215
C  1.195  -3.399  -2.139
H  -7.365  -2.813  4.282
C  0.359  -0.387  1.872
C  -1.622  -4.189  2.429
H  2.108  -1.737  1.680

---

[5]
Entry from the Open Molecules 2025 dataset: a cluster of 16 separate species, C80H196Br8N12 in total at a distorted geometry (ωB97M-V with the def2-TZVPD basis set).

Summary:
Largest force on an atom (eV Å⁻¹): 3.40
Frontier orbital gap (eV): 8.197
Energy (a.u.): -24414.6887

Positions of all 296 atoms, in Å:
N  -3.958  3.435  -1.231
H  5.828  -3.266  2.518
C  6.127  -5.299  1.792
H  -0.992  -6.196  -1.003
N  1.044  5.711  -4.562
H  -5.796  2.649  -0.606
H  2.750  6.292  -2.514
N  -2.285  -5.907  -2.535
N  -0.210  -0.930  0.109
C  6.068  6.921  0.216
H  -2.221  -1.705  0.408
H  -0.217  6.685  -5.894
C  -4.820  -2.633  2.128
C  -1.277  -6.688  -3.257
C  -3.860  3.874  -3.660
C  -2.649  3.691  -0.804
H  -3.362  1.390  0.750
H  2.217  -5.771  -2.468
H  1.462  0.365  -4.305
C  -4.425  2.865  4.924
H  -1.073  -4.448  -1.560
C  -5.179  -1.775  -3.488
N  4.030  1.437  0.727
H  -4.059  3.355  -4.586
C  6.482  1.761  1.618
H  -0.313  4.674  -3.292
H  0.366  -0.722  4.088
C  -0.892  6.686  -3.174
H  -7.371  -0.430  0.803
H  -1.066  -8.264  -1.808
H  0.889  -6.832  5.050
C  -1.843  -6.399  3.253
H  4.682  2.980  1.845
H  3.510  -0.922  5.927
H  0.138  -0.450  5.768
H  -1.510  -6.653  -4.321
C  -7.096  -1.397  0.397
H  -1.357  4.536  -5.440
H  -3.621  0.916  5.602
H  -4.012  -6.242  2.964
C  -3.605  -2.037  2.786
H  -3.667  -2.152  3.882
H  4.443  7.626  2.437
H  -0.081  -4.806  -5.374
H  0.857  5.618  -2.550
H  -3.467  -0.973  2.527
C  0.933  -2.960  -5.179
C  0.548  5.457  7.039
C  0.450  -1.610  1.145
H  -0.860  4.710  -7.187
H  0.910  5.020  2.615
H  -3.442  -6.954  4.517
C  3.076  -7.577  -3.083
H  0.036  -5.358  4.845
C  4.138  -0.823  1.727
C  -3.889  1.472  4.694
H  -2.827  4.198  -3.695
C  -6.539  -2.438  3.833
H  2.264  -2.492  3.663
C  0.535  -9.200  4.102
C  3.202  -2.490  -3.138
H  5.475  5.553  1.828
H  7.557  -3.654  2.314
H  -4.800  -2.421  1.043
H  0.386  -5.561  2.299
N  5.442  8.171  0.653
N  2.179  -2.185  -5.439
H  3.207  -0.598  2.267
H  -3.339  -4.139  -2.676
N  1.734  -1.647  5.487
C  -3.895  -5.310  -4.260
H  -4.546  4.718  -3.643
H  4.504  4.255  0.125
H  -7.320  -2.170  -3.299
H  2.830  -0.152  4.538
C  -2.511  4.657  0.401
C  0.677  6.140  5.675
H  1.475  5.098  7.484
C  -7.441  -1.385  4.470
H  2.756  -3.194  -7.156
H  1.655  -3.276  1.673
H  0.257  6.204  7.760
H  3.588  -8.476  -2.756
H  1.619  3.860  5.821
N  -5.256  -0.888  -4.647
H  -5.076  1.045  1.039
H  -2.038  -4.721  0.655
H  -5.803  0.919  -3.684
H  -1.670  6.659  -3.943
C  3.654  -3.174  5.106
C  -4.155  2.919  -2.526
C  -1.823  -1.255  -1.668
H  -7.078  -0.268  -3.956
H  1.437  1.355  0.874
Br  -6.062  2.695  5.928
H  4.975  10.710  1.688
C  -0.515  4.595  -6.151
H  1.661  -3.624  4.902
C  -3.258  -6.881  3.441
C  0.505  1.537  0.316
C  -3.960  -0.367  -4.908
H  2.485  2.857  -2.849
H  4.474  -1.357  -6.980
H  5.329  6.513  -0.470
H  3.860  7.201  -3.442
H  -7.848  -1.719  -0.334
H  -4.777  -3.730  2.287
H  3.404  -0.309  -0.212
H  1.557  7.654  -4.115
H  -4.233  -2.325  -3.591
H  -4.768  -5.595  -3.636
H  -8.269  -1.122  3.794
H  -3.054  5.555  0.123
H  -3.549  -6.118  -4.889
H  3.702  5.501  -3.861
C  1.805  4.234  4.827
H  -6.901  0.239  -6.417
H  1.881  -5.168  3.163
C  -1.360  -1.711  -0.306
C  4.216  8.075  1.423
H  1.528  -8.782  3.937
H  -0.284  -1.784  1.974
H  3.897  9.097  1.682
H  3.600  -3.652  -4.929
C  2.286  -2.750  4.722
H  -6.250  -3.437  -2.612
C  -1.113  -8.105  -2.879
H  -1.241  6.186  3.126
H  4.690  1.481  2.693
C  -7.092  -2.365  1.515
C  -6.624  0.958  -5.649
C  -0.578  0.476  0.417
H  0.713  -2.887  -4.108
H  2.120  -7.792  -3.549
H  6.899  5.094  0.867
H  -6.989  -3.393  1.163
H  7.117  6.358  2.056
C  6.548  -3.854  1.936
H  -1.415  0.811  -0.177
H  1.273  1.136  6.076
C  3.489  -1.162  -7.408
H  1.760  3.333  2.834
Br  -2.371  1.671  3.535
C  1.452  1.124  -3.500
C  -0.299  6.719  3.021
H  5.139  -0.220  -0.028
H  -2.192  -0.926  -5.928
H  3.920  -4.100  4.623
H  3.320  1.736  -1.176
H  -2.132  2.719  -0.609
C  -1.655  -5.393  -1.352
H  -1.994  -8.688  -3.170
H  0.052  3.664  -6.040
H  4.126  -1.984  -4.935
H  5.006  2.114  -1.017
H  2.541  -3.244  -2.726
C  1.241  -2.838  0.756
H  6.746  11.054  1.601
H  -0.200  6.746  5.516
H  -4.643  3.398  3.999
H  2.480  6.906  -5.454
C  -6.376  -2.724  -3.413
H  3.713  -6.102  -1.569
C  2.441  -2.181  -6.876
C  2.313  2.318  -3.769
C  -6.224  0.199  -4.415
H  5.020  -0.724  2.365
H  3.264  6.395  0.431
H  4.086  -1.874  1.433
H  -1.966  -4.286  -3.861
H  1.806  6.371  3.267
C  0.195  5.629  -3.396
C  3.079  7.432  0.644
H  -5.152  -1.171  -2.572
H  -3.585  1.982  -2.707
H  -0.213  -8.490  -3.406
H  -1.683  -6.477  2.183
H  -2.842  4.237  1.340
H  6.923  2.135  0.663
Br  4.186  -6.833  -4.495
H  1.582  -6.811  2.625
H  -5.855  1.660  -5.993
H  -5.189  2.602  -2.675
H  7.361  8.963  0.835
C  -2.585  -5.086  -0.235
H  2.726  3.741  0.130
C  -4.357  1.420  0.300
H  0.810  2.437  4.067
C  4.044  2.226  -0.513
H  -0.404  7.666  -3.173
H  -0.302  -6.169  -3.212
C  0.306  -6.290  4.312
H  -0.238  4.700  7.066
Br  -0.386  1.740  -3.351
H  -2.268  -0.271  -1.642
Br  4.121  1.731  -4.243
C  4.961  1.916  1.737
H  -5.654  -2.543  4.453
H  0.445  -9.320  5.176
H  6.806  0.739  1.740
N  -6.097  -2.048  2.493
H  2.823  -1.513  -2.833
H  0.748  1.746  -0.739
H  1.696  0.627  -2.568
H  -6.496  -3.212  -4.372
C  0.392  -1.229  5.064
H  2.791  4.730  4.739
H  3.536  -1.247  -8.501
Br  1.763  -7.400  -0.704
H  -4.365  0.732  -0.547
H  2.571  2.328  4.046
H  -8.040  -2.368  2.053
H  -7.013  -3.430  3.826
H  2.161  0.275  7.488
C  -0.549  -8.363  3.469
H  0.131  -2.448  -5.755
H  -3.062  -6.020  0.114
C  -0.689  -2.281  5.103
C  0.382  5.784  -5.852
H  -1.009  -2.735  -0.367
C  5.905  10.487  1.177
H  4.421  -2.430  4.924
H  0.461  -10.199  3.667
H  -3.542  -1.897  -6.358
H  -4.937  3.484  0.676
H  -0.298  7.060  1.981
H  -4.027  0.426  -5.627
H  2.861  1.444  6.399
C  0.867  5.817  3.332
H  1.071  -0.796  1.545
H  -4.240  -4.496  -4.910
H  -1.516  -8.877  3.507
H  0.072  2.464  0.696
H  1.125  5.911  -6.645
H  0.612  -3.642  0.360
H  1.957  2.970  -4.556
H  -7.482  1.622  -5.454
H  -1.027  -1.280  -2.416
H  3.770  -3.296  6.191
H  -0.453  7.595  3.655
H  3.633  4.148  -1.343
Br  6.580  -3.036  0.083
H  -0.288  -8.180  2.407
C  6.379  5.916  1.350
H  -1.436  4.898  0.437
H  4.182  -2.725  -2.735
H  0.964  -4.544  -6.694
H  3.189  -0.121  -7.171
H  1.685  -5.016  -5.110
H  6.374  8.906  2.345
H  -4.573  0.857  4.109
C  3.705  3.685  -0.334
C  2.147  0.608  6.447
H  6.557  -5.674  0.882
C  1.732  3.025  3.860
H  6.276  -5.913  2.657
H  7.001  2.272  2.408
H  -3.366  -7.904  3.089
N  -0.867  -7.085  4.105
H  -2.761  -2.635  2.493
C  6.362  9.095  1.268
H  -2.614  -1.927  -2.004
C  2.068  6.756  -4.448
C  -2.824  -4.803  -3.366
H  -2.118  4.157  -1.659
H  -3.528  -0.017  -3.968
H  -7.854  -1.733  5.414
N  0.707  5.170  4.619
H  -1.813  -5.347  3.546
H  -1.637  -1.798  4.926
C  2.855  -6.530  -2.035
H  -3.386  -4.395  -0.496
H  -1.418  6.506  -2.230
C  4.177  0.026  0.474
C  0.904  -4.430  -5.619
C  3.157  6.361  -3.514
H  1.609  6.765  5.662
H  -2.745  -2.155  -4.765
H  -6.742  -0.556  4.621
C  2.583  -0.519  5.557
C  3.294  -2.630  -4.647
C  -3.059  -1.419  -5.493
Br  4.177  -5.366  1.492
H  2.824  7.899  -0.303
C  1.108  -5.919  3.043
H  1.496  -1.969  -7.373
H  6.923  7.144  -0.424
H  5.804  10.770  0.126
H  2.157  7.508  1.212
H  -0.496  -2.998  4.314
H  1.971  -2.447  0.038
C  -4.802  2.797  -0.181
H  -3.814  3.524  5.531
H  -0.900  0.490  1.455
H  -0.624  -2.772  6.077
H  -6.096  -1.277  -0.074

---

[6]
Entry from the Open Molecules 2025 dataset: the molecule C8H14S2 at a distorted geometry (ωB97M-V with the def2-TZVPD basis set).

Summary:
Largest force on an atom (eV Å⁻¹): 5.12
Frontier orbital gap (eV): 9.165
Structure (SMILES): C=C1SCCS[C@]1(C)CC
Energy relative to the best compared isomer or geometry (same formula, charge and spin) (kJ/mol): 88.20
Energy (a.u.): -1109.5035

Positions of all 24 atoms, in Å:
C  -1.228  -0.179  0.299
H  -3.241  -0.059  -0.159
H  1.387  -2.185  -1.066
H  -0.906  0.418  -2.063
H  -0.638  -0.191  3.149
H  0.648  1.487  -0.347
C  0.312  -1.878  -0.828
H  1.774  0.607  3.243
H  -0.024  -1.709  -1.814
C  0.812  0.625  -0.833
C  0.135  0.810  -2.157
H  -0.118  -2.526  -0.102
C  -0.388  0.761  2.820
S  1.490  -0.715  1.469
C  -2.342  -0.656  -0.374
H  -2.282  -1.371  -1.191
C  1.020  0.768  2.335
H  0.471  1.834  -2.532
H  0.618  0.066  -2.981
H  -0.656  1.448  3.561
H  1.189  1.713  1.884
S  -1.459  1.125  1.431
C  0.286  -0.534  -0.071
H  2.012  0.518  -1.016